No. 1
Below is an isolated molecule of C6H3F3O, with properties calculated with the ωB97M-V functional and the def2-TZVPD basis.

Each atom is followed by the atoms it is bonded to, with distances in Å.
Positions of all 13 atoms, in Å:
1 O -3.00190 0.34854 -0.23884  C2 1.164
2 C -2.13052 -0.37458 -0.50977  O1 1.164, F3 1.389, C4 1.607
3 F -2.28886 -1.31678 -1.51842  C2 1.389
4 C -0.58889 -0.34450 -0.05854  C2 1.607, C5 1.470, C10 1.564, H11 1.106
5 C 0.34587 0.42157 -0.89450  C4 1.470, C6 1.356, H12 1.039
6 C 1.46829 0.76667 -0.21737  C5 1.356, F7 1.331, C8 1.398
7 F 2.52014 1.35787 -0.77909  C6 1.331
8 C 1.36733 0.37561 1.12082  C6 1.398, F9 1.303, C10 1.398
9 F 2.21907 0.67570 2.05983  C8 1.303
10 C 0.10613 -0.18868 1.33413  C4 1.564, C8 1.398, H13 1.027
11 H -0.20517 -1.32675 -0.39353  C4 1.106
12 H 0.38554 0.49073 -1.93043  C5 1.039
13 H -0.19701 -0.88539 2.02570  C10 1.027

The calculation puts the relative energy (zero: lowest compared OMol25 entry of this formula, charge and spin) at 0.00 kJ/mol. As for the largest force on an atom: 4.3 eV/A. The value obtained for the HOMO energy is -9.26 eV. As for the spin multiplicity: 1. As for the LUMO energy: -0.0014 hartree.

No. 2
Below is a cluster of 2 separate species, CH5NO2P in total, with properties calculated with the ωB97M-V functional and the def2-TZVPD basis.

Each atom is followed by the atoms it is bonded to, with distances in Å.
Positions of all 10 atoms, in Å:
1 C -0.98509 -0.39262 1.09278  N2 1.272, H6 1.087, H7 1.081
2 N -0.10920 -1.31443 1.09490  C1 1.272, H9 1.038, H10 1.000
3 O 2.00636 1.46524 -2.47994  P5 1.451
4 O 0.03408 1.17316 -0.94995  P5 1.651, H8 0.994
5 P 1.63917 0.88249 -1.20257  O3 1.451, O4 1.651
6 H -2.02323 -0.44878 0.77628  C1 1.087
7 H -0.81186 0.61909 1.43068  C1 1.081
8 H -0.26285 1.43368 -1.86220  O4 0.994
9 H -0.24499 -2.16173 0.51077  N2 1.038
10 H 0.75761 -1.25609 1.58924  N2 1.000

The total charge is +1. The calculation puts the relative energy (zero: lowest compared OMol25 entry of this formula, charge and spin) at 0.00 kJ/mol. As for the largest force on an atom: 1.9 eV/A. The value obtained for the HOMO energy is -14.66 eV. As for the spin multiplicity: 1. As for the LUMO energy: -0.2163 hartree.

No. 3
Below is an isolated molecule of C3H3NS3, with properties calculated with the ωB97M-V functional and the def2-TZVPD basis.

Each atom is followed by the atoms it is bonded to, with distances in Å.
Positions of all 10 atoms, in Å:
1 N 0.69153 1.33744 -1.12540  C2 1.350, H8 1.043, H9 1.011
2 C 0.31728 0.76148 0.03688  N1 1.350, S3 1.620, C4 1.532
3 S 0.52460 1.41366 1.50506  C2 1.620
4 C -0.34694 -0.60991 -0.11804  C2 1.532, S5 1.619, C6 1.474
5 S -0.88580 -1.12265 -1.55561  C4 1.619
6 C -0.46126 -1.38528 1.13065  C4 1.474, S7 1.613, H10 1.085
7 S -1.71862 -2.32814 1.49509  C6 1.613
8 H 0.44406 0.93087 -2.05322  N1 1.043
9 H 1.02815 2.29041 -1.08914  N1 1.011
10 H 0.40698 -1.28787 1.77372  C6 1.085

The calculation puts the relative energy (zero: lowest compared OMol25 entry of this formula, charge and spin) at 128.72 kJ/mol. As for the largest force on an atom: 1.7 eV/A. The value obtained for the HOMO energy is -8.87 eV. As for the spin multiplicity: 1. As for the LUMO energy: -0.0790 hartree.

No. 4
Below is an isolated molecule of C2H3N3, with properties calculated with the ωB97M-V functional and the def2-TZVPD basis.

Each atom is followed by the atoms it is bonded to, with distances in Å.
Positions of all 8 atoms, in Å:
1 C 1.07809 -0.09603 -0.15780  C2 1.339, N5 1.352, H6 1.031
2 C -0.13827 -0.39937 -0.62963  C1 1.339, N3 1.390, H7 1.057
3 N -1.01786 0.14350 0.30012  C2 1.390, N4 1.342, H8 1.030
4 N -0.30235 0.82005 1.21221  N3 1.342, N5 1.273
5 N 0.93339 0.66487 0.95089  C1 1.352, N4 1.273
6 H 1.99248 -0.30001 -0.58788  C1 1.031
7 H -0.50223 -0.93051 -1.46837  C2 1.057
8 H -2.04325 0.09750 0.38046  N3 1.030

The calculation puts the relative energy (zero: lowest compared OMol25 entry of this formula, charge and spin) at 89.26 kJ/mol. As for the largest force on an atom: 2.4 eV/A. The value obtained for the HOMO energy is -10.09 eV. As for the spin multiplicity: 1. As for the LUMO energy: 0.0325 hartree.

No. 5
Below is an isolated molecule of C4H11N3, with properties calculated with the ωB97M-V functional and the def2-TZVPD basis.

Each atom is followed by the atoms it is bonded to, with distances in Å.
Positions of all 18 atoms, in Å:
1 H -2.28175 1.54118 -0.60265  N2 1.011
2 N -1.38302 2.00393 -0.58030  H1 1.011, C3 1.270
3 C -0.39323 1.33382 -0.15149  N2 1.270, N4 1.382, N5 1.540
4 N 0.81924 1.95047 0.09247  C3 1.382, H9 1.008, H10 1.009
5 N -0.20695 -0.16643 -0.44354  C3 1.540, C6 1.441, C7 1.426
6 C -1.28839 -0.85343 -1.10209  N5 1.441, H11 1.097, H12 1.090, H13 1.098
7 C 0.17058 -0.64738 0.84433  N5 1.426, C8 1.519, H14 1.097, H15 1.169
8 C 1.56303 -1.25418 0.85642  C7 1.519, H16 1.090, H17 1.088, H18 1.088
9 H 1.63588 1.47944 -0.26443  N4 1.008
10 H 0.76999 2.94916 -0.04397  N4 1.009
11 H -1.68799 -0.19491 -1.88310  C6 1.097
12 H -0.88762 -1.76862 -1.53790  C6 1.090
13 H -2.14153 -1.13581 -0.47107  C6 1.098
14 H -0.57440 -1.32240 1.28425  C7 1.097
15 H 0.15364 0.34555 1.46114  C7 1.169
16 H 1.57328 -2.14475 0.22801  C8 1.090
17 H 1.85668 -1.54960 1.86188  C8 1.088
18 H 2.30256 -0.56606 0.45203  C8 1.088

The calculation puts the relative energy (zero: lowest compared OMol25 entry of this formula, charge and spin) at 196.23 kJ/mol. As for the largest force on an atom: 5.3 eV/A. The value obtained for the HOMO energy is -8.95 eV. As for the spin multiplicity: 1. As for the LUMO energy: 0.0376 hartree.

No. 6
Below is a cluster of 12 separate species, C55H81Cl3O26 in total, with properties calculated with the ωB97M-V functional and the def2-TZVPD basis.

Each atom is followed by the atoms it is bonded to, with distances in Å.
Positions of all 165 atoms, in Å:
1 O -8.30311 0.88935 -3.78631  C2 1.230
2 C -7.43992 0.05992 -3.50522  O1 1.230, C3 1.492, C9 1.510
3 C -5.97939 0.35017 -3.41457  C2 1.492, C4 1.353, H11 1.080
4 C -5.00863 -0.46815 -2.94621  C3 1.353, O5 1.403, C6 1.474
5 O -3.64862 -0.13110 -2.88177  C4 1.403, H12 0.960
6 C -5.37791 -1.78081 -2.38552  C4 1.474, O7 1.251, C8 1.448
7 O -4.65520 -2.67806 -1.89861  C6 1.251
8 C -6.75908 -2.14929 -2.61572  C6 1.448, C9 1.350, H13 1.080
9 C -7.74244 -1.36503 -3.10720  C2 1.510, C8 1.350, O10 1.358
10 O -9.04105 -1.75137 -3.19617  C9 1.358, H14 0.960
11 H -5.59146 1.24932 -3.87002  C3 1.080
12 H -3.64812 0.81283 -2.70688  O5 0.960
13 H -7.00037 -3.18493 -2.42700  C8 1.080
14 H -9.64658 -1.00643 -3.19523  O10 0.960
15 O 3.81727 -0.16787 6.62263  C16 1.199
16 C 3.86872 1.03032 6.62572  O15 1.199, C17 1.444, C23 1.465
17 C 2.87980 1.82589 5.93660  C16 1.444, C18 1.362, H25 1.080
18 C 2.91034 3.18248 6.05383  C17 1.362, O19 1.336, C20 1.474
19 O 2.05263 3.88648 5.30896  C18 1.336, H26 0.960
20 C 3.97174 3.92934 6.75210  C18 1.474, O21 1.189, C22 1.433
21 O 4.10997 5.10982 6.79425  C20 1.189
22 C 4.89716 3.10764 7.47417  C20 1.433, C23 1.353, H27 1.080
23 C 4.86681 1.75576 7.41568  C16 1.465, C22 1.353, O24 1.373
24 O 5.82383 0.92408 7.94344  C23 1.373, H28 0.960
25 H 2.31141 1.20434 5.26058  C17 1.080
26 H 2.15255 4.82816 5.46659  O19 0.960
27 H 5.73001 3.57950 7.97429  C22 1.080
28 H 5.48751 0.02516 7.92245  O24 0.960
29 O 1.35853 -2.66231 6.02676  C30 1.207
30 C 2.12776 -2.79281 5.10606  O29 1.207, C31 1.448, C37 1.526
31 C 3.53600 -3.02067 5.35677  C30 1.448, C32 1.368, H39 1.080
32 C 4.53646 -3.10874 4.42838  C31 1.368, O33 1.341, C34 1.496
33 O 5.83313 -3.32373 4.69322  C32 1.341, H40 0.960
34 C 4.18119 -3.09734 2.97543  C32 1.496, O35 1.194, C36 1.429
35 O 4.99683 -3.22462 2.11333  C34 1.194
36 C 2.80463 -2.94780 2.62308  C34 1.429, C37 1.379, H41 1.080
37 C 1.84480 -2.85277 3.60802  C30 1.526, C36 1.379, O38 1.361
38 O 0.55407 -2.63922 3.23456  C37 1.361, H42 0.960
39 H 3.86160 -3.16049 6.37699  C31 1.080
40 H 6.36610 -3.47243 3.90873  O33 0.960
41 H 2.54152 -2.73989 1.59646  C36 1.080
42 H 0.03365 -2.59260 4.03991  O38 0.960
43 O -1.41255 -3.98560 -3.78684  C44 1.242
44 C -1.39712 -4.44827 -2.63436  O43 1.242, C45 1.479, C51 1.505
45 C -0.21871 -4.54294 -1.74517  C44 1.479, C46 1.362, H53 1.080
46 C -0.18845 -5.06878 -0.48955  C45 1.362, O47 1.333, C48 1.442
47 O 0.92817 -5.12863 0.23523  C46 1.333, H54 0.960
48 C -1.34305 -5.66873 0.13267  C46 1.442, O49 1.242, C50 1.434
49 O -1.36034 -6.13811 1.28296  C48 1.242
50 C -2.48167 -5.70814 -0.73861  C48 1.434, C51 1.370, H55 1.080
51 C -2.53259 -5.22054 -2.01812  C44 1.505, C50 1.370, O52 1.379
52 O -3.67397 -5.31639 -2.78590  C51 1.379, H56 0.960
53 H 0.66172 -3.96203 -1.97708  C45 1.080
54 H 0.76358 -5.80866 0.89256  O47 0.960
55 H -3.48346 -6.00428 -0.46451  C50 1.080
56 H -3.55179 -4.88060 -3.63251  O52 0.960
57 O 0.16405 3.58035 -5.49369  C58 1.214
58 C 0.83673 3.68496 -4.48889  O57 1.214, C59 1.466, C65 1.562
59 C 0.54732 4.55063 -3.34147  C58 1.466, C60 1.389, H67 1.080
60 C 1.39717 4.63077 -2.24541  C59 1.389, O61 1.372, C62 1.519
61 O 1.04563 5.40326 -1.16712  C60 1.372, H68 0.960
62 C 2.73019 3.92409 -2.06587  C60 1.519, O63 1.242, C64 1.487
63 O 3.54917 4.13027 -1.15497  C62 1.242
64 C 2.98640 3.06302 -3.25074  C62 1.487, C65 1.328, H69 1.080
65 C 2.12590 2.83920 -4.23653  C58 1.562, C64 1.328, O66 1.345
66 O 2.35042 1.91976 -5.19273  C65 1.345, H70 0.960
67 H -0.36045 5.13494 -3.37244  C59 1.080
68 H 1.74658 5.43501 -0.51193  O61 0.960
69 H 3.89948 2.49000 -3.18493  C64 1.080
70 H 1.53704 1.62245 -5.60700  O66 0.960
71 Cl -1.49267 -0.80201 0.11862  C72 1.824
72 C 0.18371 -0.09354 -0.00159  Cl71 1.824, Cl73 1.790, Cl74 1.800, H75 1.090
73 Cl 0.49327 0.97302 1.40248  C72 1.790
74 Cl 0.30037 0.75989 -1.58255  C72 1.800
75 H 0.81876 -0.97429 0.09373  C72 1.090
76 C 3.91115 -7.96434 -2.62581  C77 1.605, H81 1.090, H82 1.090, H83 1.090
77 C 3.88231 -6.55708 -3.39808  C76 1.605, O78 1.456, H84 1.090, H85 1.090
78 O 4.80719 -5.62206 -2.77351  C77 1.456, C79 1.373
79 C 4.71717 -4.37527 -3.34102  O78 1.373, C80 1.494, H86 1.090, H87 1.090
80 C 3.44827 -3.60441 -3.17804  C79 1.494, H88 1.090, H89 1.090, H90 1.090
81 H 3.16520 -8.69455 -2.93960  C76 1.090
82 H 4.84890 -8.48555 -2.81831  C76 1.090
83 H 3.73103 -7.81209 -1.56163  C76 1.090
84 H 4.04118 -6.65664 -4.47183  C77 1.090
85 H 2.89433 -6.11576 -3.26682  C77 1.090
86 H 5.47994 -3.72335 -2.91524  C79 1.090
87 H 5.00357 -4.33246 -4.39185  C79 1.090
88 H 3.26024 -3.39833 -2.12435  C80 1.090
89 H 2.60805 -4.04609 -3.71381  C80 1.090
90 H 3.60548 -2.63267 -3.64612  C80 1.090
91 C -3.93603 -0.05928 3.15344  C92 1.495, H96 1.090, H97 1.090, H98 1.090
92 C -2.92805 0.15269 4.23749  C91 1.495, O93 1.397, H99 1.090, H100 1.090
93 O -1.72475 -0.41726 3.81449  C92 1.397, C94 1.454
94 C -0.51713 0.04651 4.47732  O93 1.454, C95 1.548, H101 1.090, H102 1.090
95 C -0.41493 -0.27879 5.98727  C94 1.548, H103 1.090, H104 1.090, H105 1.090
96 H -4.01081 -1.09397 2.81888  C91 1.090
97 H -4.93667 0.16737 3.52147  C91 1.090
98 H -3.88801 0.64188 2.32027  C91 1.090
99 H -2.91396 1.19463 4.55728  C92 1.090
100 H -3.23994 -0.42325 5.10876  C92 1.090
101 H 0.33433 -0.31528 3.90093  C94 1.090
102 H -0.61248 1.11447 4.28120  C94 1.090
103 H -1.12142 0.27494 6.60562  C95 1.090
104 H 0.57948 -0.00272 6.33802  C95 1.090
105 H -0.54839 -1.33008 6.24237  C95 1.090
106 C 0.71428 -2.13777 -5.65002  C107 1.535, H111 1.090, H112 1.090, H113 1.090
107 C 0.34576 -0.94394 -4.75780  C106 1.535, O108 1.437, H114 1.090, H115 1.090
108 O -0.30511 0.13882 -5.44200  C107 1.437, C109 1.439
109 C -1.68086 -0.14302 -5.75491  O108 1.439, C110 1.538, H116 1.090, H117 1.090
110 C -2.10809 0.94462 -6.75453  C109 1.538, H118 1.090, H119 1.090, H120 1.090
111 H -0.19489 -2.52903 -6.10656  C106 1.090
112 H 1.44604 -1.93808 -6.43280  C106 1.090
113 H 1.07503 -2.99357 -5.07944  C106 1.090
114 H -0.25863 -1.29410 -3.92101  C107 1.090
115 H 1.22362 -0.41625 -4.38496  C107 1.090
116 H -1.91029 -1.15986 -6.07349  C109 1.090
117 H -2.27084 -0.04635 -4.84349  C109 1.090
118 H -3.17149 1.12665 -6.59911  C110 1.090
119 H -1.91970 0.55983 -7.75679  C110 1.090
120 H -1.63543 1.90083 -6.53011  C110 1.090
121 C -4.65313 6.40115 4.44492  C122 1.476, H126 1.090, H127 1.090, H128 1.090
122 C -3.96228 5.38806 3.62343  C121 1.476, O123 1.351, H129 1.090, H130 1.090
123 O -3.04599 6.04595 2.87984  C122 1.351, C124 1.424
124 C -1.77402 5.41861 2.75171  O123 1.424, C125 1.477, H131 1.090, H132 1.090
125 C -1.73841 4.08608 2.11562  C124 1.477, H133 1.090, H134 1.090, H135 1.090
126 H -5.47095 6.02012 5.05654  C121 1.090
127 H -3.99096 7.03557 5.03410  C121 1.090
128 H -5.11283 7.19185 3.85199  C121 1.090
129 H -3.56978 4.54302 4.18906  C122 1.090
130 H -4.69060 4.95691 2.93658  C122 1.090
131 H -1.21519 5.96879 1.99467  C124 1.090
132 H -1.16132 5.32409 3.64824  C124 1.090
133 H -2.11728 3.24206 2.69197  C125 1.090
134 H -0.67261 3.94246 1.93802  C125 1.090
135 H -2.18660 4.07645 1.12207  C125 1.090
136 C 4.00950 0.40909 2.88038  C137 1.502, H141 1.090, H142 1.090, H143 1.090
137 C 4.54615 0.08480 1.51550  C136 1.502, O138 1.393, H144 1.090, H145 1.090
138 O 3.53687 0.44089 0.62440  C137 1.393, C139 1.379
139 C 3.97227 0.72245 -0.65355  O138 1.379, C140 1.478, H146 1.090, H147 1.090
140 C 4.63077 -0.42607 -1.31054  C139 1.478, H148 1.090, H149 1.090, H150 1.090
141 H 3.23181 -0.28041 3.20883  C136 1.090
142 H 4.69996 0.54583 3.71264  C136 1.090
143 H 3.52302 1.38371 2.84091  C136 1.090
144 H 5.47506 0.63775 1.37591  C137 1.090
145 H 4.92825 -0.92370 1.35724  C137 1.090
146 H 3.00045 0.89387 -1.11645  C139 1.090
147 H 4.45963 1.69067 -0.53901  C139 1.090
148 H 5.50518 -0.71326 -0.72657  C140 1.090
149 H 5.09222 -0.11249 -2.24694  C140 1.090
150 H 3.86134 -1.16730 -1.52654  C140 1.090
151 C -4.26894 2.42371 -0.22534  C152 1.561, H156 1.090, H157 1.090, H158 1.090
152 C -3.55788 3.18574 -1.38758  C151 1.561, O153 1.435, H159 1.090, H160 1.090
153 O -3.85542 2.54426 -2.63633  C152 1.435, C154 1.415
154 C -3.01452 2.97679 -3.68883  O153 1.415, C155 1.541, H161 1.090, H162 1.090
155 C -3.33951 4.33729 -4.33569  C154 1.541, H163 1.090, H164 1.090, H165 1.090
156 H -3.95953 1.38138 -0.14841  C151 1.090
157 H -4.13147 2.81768 0.78164  C151 1.090
158 H -5.31889 2.36027 -0.51113  C151 1.090
159 H -3.99523 4.18302 -1.43497  C152 1.090
160 H -2.49482 3.40976 -1.29911  C152 1.090
161 H -1.95588 2.86284 -3.45558  C154 1.090
162 H -3.20316 2.17203 -4.39938  C154 1.090
163 H -4.33751 4.51225 -4.73754  C155 1.090
164 H -2.83163 4.35623 -5.29995  C155 1.090
165 H -2.90396 5.10767 -3.69936  C155 1.090

As for the largest force on an atom: 3.4 eV/A. The value obtained for the HOMO energy is -9.41 eV. As for the spin multiplicity: 1. As for the LUMO energy: -0.0676 hartree.